25
Properties=species:S:1:pos:R:3:forces:R:3 method="wB97M-V/def2-TZVPD" e_above_lowest_kj_mol=26.0 smiles=Cc1ccc(O)cc1.CCS energy_ev=-22442.3778 homo_lumo_gap_ev=9.278
C 3.296 0.434 1.087 -0.7 -0.8 -0.3
C 2.307 -0.306 0.199 0.2 -0.3 0.7
C 1.489 -1.276 0.771 -0.9 0.4 -0.3
C 0.488 -1.876 0.016 0.3 -0.7 -0.8
C 0.344 -1.585 -1.340 0.3 0.8 0.4
O -0.685 -2.086 -2.084 0.2 -0.1 -0.1
C 1.250 -0.713 -1.939 0.0 -0.5 -0.1
C 2.228 -0.103 -1.174 0.0 0.2 0.4
H 2.844 1.340 1.487 0.2 0.2 -0.1
H 4.197 0.634 0.523 0.3 0.3 0.1
H 3.524 -0.214 1.934 0.2 0.1 0.0
H 1.499 -1.481 1.833 0.4 -0.1 0.1
H -0.048 -2.763 0.333 -0.3 0.3 0.6
H -1.309 -2.495 -1.478 -0.1 -0.1 0.0
H 1.229 -0.617 -3.011 -0.1 0.3 -0.2
H 2.939 0.589 -1.604 0.0 0.0 -0.3
C -2.914 0.821 -0.407 0.2 -0.5 -0.6
C -1.879 1.750 0.183 0.3 0.5 1.7
S -2.176 1.965 2.004 0.2 0.0 -0.1
H -3.225 0.106 0.350 -0.1 0.0 0.1
H -2.491 0.200 -1.202 0.0 0.3 -0.2
H -3.808 1.311 -0.794 0.1 0.1 0.1
H -0.840 1.463 0.066 0.0 -0.5 -0.1
H -1.856 2.808 -0.049 -0.6 0.1 -0.9
H -1.663 0.803 2.433 0.0 -0.1 -0.1

=====

65
Properties=species:S:1:pos:R:3:forces:R:3 method="wB97M-V/def2-TZVPD" e_above_lowest_kj_mol=0.0 smiles="Cc1cc(C)c([C@H](C)C[C@@H](c2c(C)cc(C)cc2C)n2cc(C)c(=O)[nH]c2=O)c(C)c1" energy_ev=-35626.3937 homo_lumo_gap_ev=9.208
C 4.933 2.417 -0.360 0.3 -0.1 0.0
C 3.448 2.344 -0.157 -0.5 0.2 -0.7
C 2.983 1.825 1.044 0.4 0.1 -0.1
C 1.643 1.833 1.407 -0.1 0.3 -1.2
C 1.371 1.420 2.809 0.2 -0.4 1.0
C 0.704 2.284 0.441 -0.2 0.5 0.0
C -0.804 2.113 0.641 -0.3 0.4 0.0
C -1.339 3.065 1.760 -0.1 0.2 -0.3
C -1.108 0.650 0.957 0.6 0.1 1.0
C -0.503 -0.437 0.093 0.7 0.6 -0.7
C -0.543 -1.801 0.887 -0.7 -1.0 -0.1
C -0.008 -2.937 0.229 -0.5 0.1 -0.4
C 0.666 -2.766 -1.097 0.4 -0.3 -0.3
C -0.150 -4.242 0.696 0.5 -0.1 0.3
C -0.669 -4.502 1.968 -0.4 0.1 -0.7
C -0.719 -5.920 2.496 -0.3 -0.2 0.1
C -1.217 -3.411 2.657 0.9 -0.9 0.0
C -1.120 -2.087 2.183 -0.3 -0.1 -0.3
C -1.683 -1.166 3.234 -0.8 0.5 0.5
N -1.229 -0.234 -1.302 -1.0 -0.5 0.0
C -0.520 -0.129 -2.501 0.7 -0.3 -0.1
C -1.025 -0.013 -3.759 0.3 -0.1 0.8
C -0.238 0.083 -5.026 1.2 0.0 -0.6
C -2.461 -0.096 -3.883 -1.3 -0.7 -1.7
O -3.105 -0.328 -4.920 1.1 0.6 1.3
N -3.126 0.053 -2.696 0.9 -0.2 0.6
C -2.616 0.020 -1.406 -0.8 0.4 0.9
O -3.419 0.249 -0.496 1.1 -0.8 -0.8
C 1.162 2.909 -0.743 -0.5 -0.1 -0.5
C 0.208 3.700 -1.679 0.1 -0.1 -0.1
C 2.519 2.870 -1.081 0.2 0.1 0.8
H 5.224 2.635 -1.388 -0.1 -0.1 0.0
H 5.368 3.198 0.274 -0.1 0.0 -0.1
H 5.397 1.482 -0.037 0.1 0.0 -0.2
H 3.715 1.395 1.740 -0.3 0.4 -0.2
H 0.734 2.098 3.374 -0.2 -0.1 -0.2
H 0.984 0.405 2.913 -0.1 0.0 0.0
H 2.316 1.440 3.365 -0.1 -0.1 -0.2
H -1.353 2.364 -0.293 0.5 0.0 0.5
H -1.224 4.120 1.428 0.0 -0.6 0.3
H -2.416 2.901 1.947 0.4 0.0 -0.1
H -0.797 2.946 2.719 -0.4 0.1 -0.7
H -0.740 0.488 1.954 0.2 -0.1 0.3
H -2.172 0.414 1.004 0.2 0.5 0.0
H 0.585 -0.287 -0.255 -1.5 0.1 0.9
H 1.075 -3.718 -1.468 -0.3 0.3 0.1
H -0.012 -2.339 -1.827 0.0 -0.2 -0.2
H 1.520 -2.092 -1.032 0.1 0.2 0.1
H 0.189 -5.070 0.040 -0.1 0.6 0.6
H -1.049 -5.937 3.542 0.1 0.0 -0.2
H -1.437 -6.537 1.938 0.0 0.3 0.0
H 0.233 -6.470 2.425 -0.2 0.5 0.0
H -1.688 -3.639 3.644 0.5 0.5 -1.0
H -2.176 -1.769 3.997 0.1 -0.1 -0.1
H -0.937 -0.604 3.793 0.2 0.2 -0.2
H -2.465 -0.481 2.915 0.2 0.1 -0.3
H 0.566 -0.216 -2.370 -0.4 0.2 0.0
H -0.908 0.043 -5.896 0.1 -0.1 0.4
H 0.330 1.034 -5.104 -0.4 -0.4 0.2
H 0.518 -0.731 -5.151 -0.6 0.5 0.2
H -4.120 0.045 -2.734 -0.7 0.1 0.0
H 0.767 4.145 -2.531 -0.2 -0.3 0.6
H -0.610 3.111 -2.144 0.5 0.1 0.4
H -0.269 4.545 -1.135 0.3 -0.6 -0.2
H 2.817 3.316 -2.040 0.1 -0.2 0.5

=====

49
Properties=species:S:1:pos:R:3:forces:R:3 method="wB97M-V/def2-TZVPD" s2=3.843 total_charge=+2 spin_multiplicity=4 energy_ev=-105305.5878 homo_lumo_gap_ev="8.617 / 9.609"
Cr -0.027 -0.005 0.188 0.0 0.0 -0.1
N -2.089 0.000 0.614 0.0 0.0 -0.1
C -2.237 0.843 1.826 0.0 0.1 0.1
C -1.204 0.436 2.878 -0.1 0.0 0.0
N 0.073 0.015 2.225 0.0 -0.2 0.1
C 1.357 0.572 2.749 0.1 0.0 0.0
C 2.238 1.061 1.598 0.0 0.0 0.1
N 2.060 0.182 0.415 0.0 -0.1 0.0
H -2.423 -0.946 0.788 0.0 0.0 0.0
H -2.670 0.370 -0.135 0.0 0.0 0.0
H -2.082 1.875 1.515 0.0 0.0 0.0
H -3.243 0.777 2.242 0.0 0.0 0.0
H -1.016 1.268 3.556 0.0 0.0 0.0
H -1.579 -0.390 3.482 0.0 0.0 0.0
H 0.131 -0.996 2.334 0.0 0.0 0.0
H 1.152 1.395 3.432 0.0 0.0 0.0
H 1.867 -0.203 3.323 0.0 0.0 0.0
H 1.942 2.064 1.296 0.0 0.0 0.0
H 3.280 1.101 1.915 0.0 0.0 0.0
H 2.544 0.586 -0.384 0.0 0.0 0.0
H 2.489 -0.729 0.571 0.0 0.0 0.0
C -0.137 5.653 -0.591 0.0 0.1 0.0
N -0.044 4.224 -0.879 0.1 -0.1 0.0
C 0.286 3.664 -2.085 -0.2 0.0 -0.1
C 0.259 2.318 -1.901 0.2 0.1 -0.1
N -0.038 2.041 -0.581 -0.2 0.0 0.0
C -0.219 3.226 -0.007 0.0 0.0 0.0
H -0.447 6.173 -1.493 0.0 0.0 0.0
H 0.828 6.035 -0.264 0.0 0.0 0.0
H -0.881 5.819 0.184 0.0 0.0 0.0
H 0.471 4.260 -2.961 0.0 0.0 0.0
H 0.424 1.544 -2.631 0.1 0.0 0.0
H -0.467 3.402 1.027 0.0 0.0 0.0
C 1.849 -1.401 -2.591 -0.1 -0.1 0.0
Ge 0.122 -2.116 -1.974 0.1 0.0 -0.1
C -0.207 -3.917 -2.635 0.0 0.1 0.1
C -1.311 -0.875 -2.553 0.0 0.0 0.0
C 0.088 -2.009 0.015 0.0 0.0 0.0
H 1.953 -1.567 -3.663 0.0 0.0 0.0
H 2.687 -1.904 -2.108 0.0 0.0 0.0
H 1.950 -0.325 -2.429 0.0 0.0 0.0
H -0.187 -3.920 -3.725 0.0 0.0 0.0
H -1.177 -4.286 -2.306 0.0 0.0 0.0
H 0.561 -4.599 -2.275 0.0 0.0 0.0
H -1.299 -0.786 -3.640 0.0 0.0 0.0
H -1.241 0.150 -2.169 0.0 0.0 0.0
H -2.291 -1.269 -2.277 0.0 0.0 0.0
H 0.975 -2.491 0.438 0.0 0.0 0.0
H -0.782 -2.563 0.382 0.0 0.0 0.0

=====

15
Properties=species:S:1:pos:R:3:forces:R:3 method="wB97M-V/def2-TZVPD" e_above_lowest_kj_mol=295.7 total_charge=+1 energy_ev=-7265.0769 homo_lumo_gap_ev=11.076
C 1.623 -0.301 0.211 1.3 -0.1 1.5
C 1.189 0.949 0.304 -0.3 -2.1 -1.7
C 0.677 -1.343 -0.263 -2.5 2.1 2.1
C -0.855 -0.163 -0.456 3.3 -3.0 0.1
N -1.827 -0.263 0.502 -1.8 1.0 -0.8
N -0.096 1.225 -0.329 -1.6 1.0 -0.6
H 2.585 -0.555 0.825 -1.6 0.4 -1.7
H 1.785 1.744 0.503 1.4 2.4 1.1
H 0.754 -1.847 -1.206 0.5 0.0 -0.4
H 0.668 -2.053 0.620 -1.0 0.4 -1.3
H -1.129 -0.376 -1.500 -0.2 0.7 0.5
H -1.847 -0.681 1.396 1.1 -0.7 0.7
H -2.755 0.107 0.304 0.4 -0.2 -0.4
H -0.743 1.751 0.342 1.1 -0.5 -1.1
H -0.030 1.805 -1.254 0.0 -1.4 2.0

=====

32
Properties=species:S:1:pos:R:3:forces:R:3 method="wB97M-V/def2-TZVPD" e_above_lowest_kj_mol=0.0 s2=0.754 spin_multiplicity=2 energy_ev=-28245.9452 homo_lumo_gap_ev="9.324 / 2.569"
B -0.020 -0.259 -0.015 1.5 -1.1 2.5
F -0.698 0.830 -0.471 -1.3 0.8 -0.3
F 0.420 -0.213 1.324 -1.1 0.3 -0.5
F -0.659 -1.425 -0.332 -2.0 -1.0 0.2
F 1.129 -0.382 -0.727 2.1 0.0 -2.4
C -0.016 0.374 -3.797 -0.8 -1.6 0.2
O -0.992 -0.295 -2.925 1.0 0.7 -3.0
H 0.961 0.121 -3.387 0.3 0.2 0.3
H -0.128 0.056 -4.834 -0.4 -0.1 0.3
H -0.207 1.443 -3.702 0.0 0.6 0.4
H -0.645 -0.113 -2.049 0.2 0.2 2.1
C 0.785 -0.608 4.873 0.5 -0.3 -0.3
O 0.267 0.279 3.921 0.3 0.7 -0.1
H 0.313 -1.575 4.703 -0.4 -0.2 0.9
H 1.846 -0.820 4.736 0.4 0.2 -0.2
H 0.715 -0.134 5.853 -0.5 -0.5 0.1
H 0.679 0.060 3.082 -0.3 0.1 -0.1
O 1.020 -2.851 -2.033 0.1 0.0 -0.6
H 0.804 -2.228 -1.339 0.1 0.2 0.3
H 0.789 -3.706 -1.669 -0.1 -0.3 0.0
O -2.688 -3.102 -1.953 -0.2 -0.2 -0.2
H -2.517 -2.216 -2.272 0.0 0.1 0.0
H -2.026 -3.246 -1.277 0.2 0.1 0.2
O -1.474 2.397 2.382 -0.3 0.4 -0.1
H -0.520 2.469 2.415 0.2 -0.1 0.2
H -1.640 1.688 1.760 0.0 -0.2 0.0
O -0.494 3.326 -1.333 0.1 0.1 -0.5
H -1.149 4.005 -1.171 -0.1 0.3 0.1
H -0.965 2.503 -1.206 0.0 0.0 0.4
O 2.654 1.379 0.276 0.6 0.5 0.1
H 2.242 0.530 0.115 0.2 0.0 0.0
H 2.212 1.717 1.055 0.0 0.1 0.2

=====

53
Properties=species:S:1:pos:R:3:forces:R:3 method="wB97M-V/def2-TZVPD" e_above_lowest_kj_mol=0.0 s2=0.751 spin_multiplicity=2 energy_ev=-62863.0936 homo_lumo_gap_ev="8.522 / 7.979"
C -2.324 2.535 2.108 -0.7 0.0 0.0
C -2.270 2.364 0.692 0.0 -0.3 0.4
C -2.213 0.969 0.426 0.0 0.2 0.2
H -2.378 3.155 -0.052 0.4 -0.3 0.3
C -2.271 0.275 1.661 0.2 0.1 0.2
C -2.360 1.233 2.709 -0.1 0.2 -0.3
H -2.288 -0.815 1.774 0.1 0.6 0.0
C 2.164 2.960 1.394 0.1 0.1 0.1
C 1.299 3.376 0.346 -0.5 0.1 0.2
C 1.195 2.295 -0.582 0.1 -0.2 0.1
H 0.876 4.394 0.233 0.2 -0.9 0.1
C 2.044 1.228 -0.144 -0.7 0.4 0.3
C 2.606 1.646 1.093 0.0 -0.3 0.3
H -2.224 0.499 -0.561 0.2 0.2 0.4
H -2.407 1.019 3.771 -0.1 0.1 -0.1
H -2.348 3.491 2.640 -0.2 -0.4 -0.2
H 3.349 1.058 1.646 -0.4 0.4 -0.1
H 0.615 2.310 -1.511 0.3 0.0 0.4
H 2.453 3.548 2.266 0.0 -0.2 -0.4
Yb -0.040 1.772 2.102 1.7 -0.5 -1.8
C 2.566 0.037 -0.951 0.3 0.3 -0.3
C 4.079 0.370 -1.217 0.0 -0.3 0.1
C 1.890 -0.094 -2.321 -0.1 0.0 -0.1
H 4.208 1.327 -1.755 -0.3 -0.4 0.3
H 4.547 -0.424 -1.820 -0.2 0.2 0.1
H 4.638 0.437 -0.270 -0.2 0.0 -0.3
H 2.075 0.795 -2.948 -0.1 -0.3 0.3
H 0.806 -0.233 -2.231 0.1 0.0 0.0
H 2.314 -0.959 -2.854 -0.2 0.2 0.1
C 2.574 -1.330 -0.199 -0.1 -0.6 0.3
C 1.287 -2.092 0.225 -0.7 0.7 1.9
H 3.128 -1.168 0.722 0.0 -0.1 0.2
H 3.191 -2.020 -0.798 -0.2 0.1 0.0
O 0.785 -1.980 1.376 1.2 0.6 -2.3
N 0.678 -2.910 -0.685 -0.3 -0.4 0.1
C -0.634 -3.481 -0.362 -0.2 -0.1 0.0
H 1.212 -3.369 -1.406 0.1 0.4 -0.1
C -1.779 -2.796 -1.087 -0.5 0.4 -0.4
C -3.037 -2.683 -0.465 0.3 0.2 -0.1
H -3.146 -3.066 0.556 -0.1 0.1 -0.4
C -4.105 -2.052 -1.114 0.1 -0.3 0.0
H -5.074 -1.968 -0.602 0.5 -0.1 -0.3
C -3.939 -1.550 -2.410 0.3 -0.1 0.2
H -4.794 -1.135 -2.940 0.2 0.1 0.1
C -2.680 -1.601 -3.021 0.1 -0.4 0.3
H -2.525 -1.156 -4.012 -0.1 -0.3 0.4
C -1.614 -2.251 -2.370 -0.3 0.3 0.1
H -0.630 -2.303 -2.846 -0.4 0.1 0.1
H -0.777 -3.336 0.705 0.0 -0.1 0.1
H -0.693 -4.570 -0.537 0.4 0.4 -0.1
O 0.748 3.372 6.240 -0.1 -1.2 -1.9
C 0.656 2.756 5.215 0.0 -0.2 -0.2
N 0.567 2.123 4.170 -0.1 1.2 1.7